1.
Entry from OMol25: C22H18Cl44FInN as an isolated structure (wB97M-V/def2-TZVPD).

```
87
Properties=species:S:1:pos:R:3
C 2.84 0.25 -2.01
C 1.60 -0.41 -2.87
C 0.12 0.25 -2.52
F -0.04 1.43 -3.39
In -0.23 0.62 -0.31
C -2.07 -0.59 0.28
N -1.67 -2.02 0.69
C -0.66 2.77 0.25
C 0.22 3.83 -0.64
C 1.61 4.42 0.00
C 2.49 5.45 -0.93
C 2.06 5.93 -2.47
C 0.64 5.37 -3.10
C -0.22 4.34 -2.14
H 2.87 -0.21 -0.93
H 3.84 -0.11 -2.55
H 2.74 1.42 -2.00
H 1.55 -1.57 -2.64
H 1.80 -0.28 -4.04
H -0.68 -0.55 -2.88
H 1.19 0.00 0.60
H -2.57 -0.04 1.20
H -2.83 -0.59 -0.63
H -1.90 -2.07 1.71
H -2.36 -2.65 0.22
H -1.82 3.04 0.28
H -0.29 2.90 1.38
H 1.98 4.13 1.09
H 3.51 5.86 -0.52
H 2.73 6.64 -3.11
H 0.22 5.62 -4.16
H -1.24 3.89 -2.57
C 3.06 -3.56 -5.40
Cl 3.92 -3.39 -3.84
Cl 3.30 -2.09 -6.37
Cl 3.69 -4.97 -6.28
Cl 1.32 -3.79 -5.09
C 5.53 -3.85 0.24
Cl 4.22 -4.37 1.32
Cl 4.91 -3.71 -1.43
Cl 6.16 -2.27 0.78
Cl 6.85 -5.06 0.28
C -4.51 -2.79 -2.90
Cl -4.41 -4.41 -3.64
Cl -4.79 -2.96 -1.15
Cl -2.98 -1.91 -3.18
Cl -5.86 -1.89 -3.63
C 2.00 -3.56 4.54
Cl 2.10 -5.18 3.80
Cl 1.72 -3.73 6.29
Cl 3.52 -2.68 4.26
Cl 0.65 -2.65 3.81
C 3.57 3.55 3.88
Cl 2.49 2.50 2.94
Cl 2.93 3.74 5.53
Cl 5.19 2.81 3.96
Cl 3.69 5.15 3.10
C -3.06 6.20 1.01
Cl -2.39 6.16 2.66
Cl -1.73 6.25 -0.18
Cl -4.04 4.74 0.73
Cl -4.08 7.64 0.82
C -3.90 -0.74 4.49
Cl -2.31 -1.46 4.14
Cl -4.16 -0.68 6.25
Cl -3.95 0.92 3.82
Cl -5.18 -1.72 3.73
C -4.75 8.29 5.75
Cl -4.02 9.55 6.77
Cl -6.52 8.28 6.00
Cl -4.40 8.63 4.04
Cl -4.08 6.70 6.19
C 6.71 -1.07 -8.81
Cl 6.07 -2.72 -8.99
Cl 7.53 -0.92 -7.23
Cl 7.88 -0.74 -10.12
Cl 5.38 0.11 -8.90
C -7.80 -5.13 2.79
Cl -8.78 -5.65 4.19
Cl -8.88 -4.67 1.45
Cl -6.80 -3.73 3.26
Cl -6.74 -6.47 2.27
C 0.05 -8.75 2.15
Cl -0.92 -9.28 3.55
Cl -1.03 -8.29 0.81
Cl 1.05 -7.35 2.62
Cl 1.11 -10.09 1.63
```

- charge = -1
- spin multiplicity = 1
- gap between HOMO and LUMO (eV) = 5.7
- HOMO (eV) = -4.4

Atomic partial charges in e from the Mulliken method, atoms 1 to 4: -0.708, -0.109, 0.543, -0.322

2.
Entry from OMol25: C22H18Co2O10 as an isolated structure (wB97M-V/def2-TZVPD).

```
52
Properties=species:S:1:pos:R:3
C 0.79 1.03 -5.15
C 0.33 1.70 -3.89
O 1.02 1.13 -2.71
C 0.35 1.32 -1.55
C 0.84 0.56 -0.25
C 1.48 -0.81 -0.75
O 2.51 -1.31 -0.29
O 0.91 -1.35 -1.85
C 1.48 -2.64 -2.27
C 0.84 -2.90 -3.60
C 2.02 1.43 0.38
C 2.88 0.87 1.34
C 3.65 1.67 2.18
C 3.63 3.06 2.05
C 2.84 3.63 1.05
C 2.06 2.82 0.22
O -0.59 2.09 -1.50
H 0.21 1.40 -6.01
H 1.84 1.21 -5.38
H 0.63 -0.05 -5.09
H 0.53 2.78 -3.92
H -0.74 1.56 -3.77
H 2.58 -2.58 -2.35
H 1.20 -3.39 -1.52
H 1.19 -3.85 -4.01
H -0.25 -2.94 -3.50
H 1.10 -2.12 -4.33
H 2.94 -0.22 1.43
H 4.26 1.20 2.95
H 4.24 3.69 2.68
H 2.82 4.71 0.91
H 1.44 3.29 -0.55
O -0.55 -1.26 5.70
C -1.42 -1.41 4.94
Co -2.77 -1.54 3.75
C -2.35 -3.11 2.98
O -2.13 -4.12 2.46
C -3.82 -1.84 5.17
O -4.52 -1.98 6.07
C -1.74 -0.25 2.64
C -1.30 -0.23 1.31
C -0.20 0.63 0.78
Co -3.16 -0.51 1.55
C -3.05 -1.69 0.31
O -2.95 -2.38 -0.62
C -4.16 0.74 0.77
O -4.73 1.55 0.17
C -4.57 -1.22 2.61
O -5.70 -1.49 2.73
H -1.58 0.66 3.25
H -0.67 1.63 0.71
H 0.32 0.86 1.75
```

- charge = -2
- spin multiplicity = 1
- gap between HOMO and LUMO (eV) = 2.8
- HOMO (eV) = 1.4
- relative energy (zero: lowest compared OMol25 entry of this formula, charge and spin) (eV) = 3.4480

Atomic partial charges in e from the natural (NBO) method, atoms 1 to 4: -0.624, -0.070, -0.529, 0.827

3.
Entry from OMol25: C22H18MoO7P3S as an isolated structure (wB97M-V/def2-TZVPD).

```
52
Properties=species:S:1:pos:R:3
Mo 0.27 0.28 0.50
C -4.94 0.35 3.92
C -3.58 0.60 4.08
C -2.70 0.33 3.05
C -3.18 -0.19 1.85
C -4.54 -0.44 1.69
C -5.42 -0.17 2.73
P -2.05 -0.65 0.51
C -2.94 -0.36 -1.03
C -3.67 0.82 -1.20
C -4.24 1.11 -2.43
C -4.08 0.23 -3.50
C -3.35 -0.94 -3.33
C -2.78 -1.24 -2.10
C -1.70 -2.40 0.57
C -2.58 -3.36 0.99
C -2.24 -4.72 0.88
C -1.05 -5.08 0.33
C -0.11 -4.10 -0.08
C 1.15 -4.47 -0.61
C 2.07 -3.52 -0.91
C 1.78 -2.16 -0.67
C 0.57 -1.72 -0.22
C -0.41 -2.73 0.08
H -5.63 0.56 4.73
H -3.21 1.01 5.02
H -1.65 0.51 3.19
H -4.92 -0.83 0.75
H -6.48 -0.36 2.60
H -3.80 1.51 -0.37
H -4.81 2.02 -2.56
H -4.52 0.46 -4.46
H -3.23 -1.63 -4.16
H -2.21 -2.15 -1.98
H -3.55 -3.07 1.39
H -2.94 -5.48 1.21
H -0.79 -6.13 0.22
H 1.38 -5.51 -0.77
H 3.04 -3.80 -1.31
H 3.64 -1.69 -1.08
O 4.02 0.63 0.31
P 2.59 0.26 0.84
O 2.82 -1.24 -0.83
O 1.79 1.51 1.29
O 2.83 -0.69 2.10
P 1.59 -0.73 3.22
O 1.50 -2.27 3.53
O 1.81 0.17 4.34
O 0.32 -0.48 2.31
H 4.24 1.57 0.44
H 1.92 -2.50 4.36
S 0.00 1.36 -1.29
```

- charge = +1
- spin multiplicity = 1
- gap between HOMO and LUMO (eV) = 6.7
- HOMO (eV) = -11.4
- relative energy (zero: lowest compared OMol25 entry of this formula, charge and spin) (eV) = 2.4245

Atomic partial charges in e from the natural (NBO) method, atoms 1 to 4: 0.572, -0.165, -0.197, -0.171